Formula: C4H5N3O
Source: the OMol25 dataset
Level of theory: ωB97M-V/def2-TZVPD

CARTESIAN COORDINATES (ANGSTROEM)
N (1.1310, 2.0896, 1.3333)
C (1.3417, 1.0270, 0.8857)
C (1.2617, -0.3268, 0.3016)
C (0.9637, -0.3536, -1.1762)
N (-0.0064, -0.8240, -0.2259)
C (-1.2564, -0.2204, -0.3194)
N (-1.7748, -0.1505, 0.9209)
O (-1.8419, 0.0552, -1.3445)
H (1.8687, -1.1138, 0.7369)
H (1.3819, -1.0596, -1.9630)
H (0.5796, 0.5434, -1.7209)
H (-2.5825, 0.4917, 0.9356)
H (-1.0665, -0.1582, 1.6359)

Energy relative to the best compared isomer or geometry (same formula, charge and spin)   217.1 kJ/mol
LUMO   0.6915 eV
HOMO-LUMO gap   11.078 eV

=====

Formula: C3H5O4Sn
Source: the OMol25 dataset
Level of theory: ωB97M-V/def2-TZVPD

CARTESIAN COORDINATES (ANGSTROEM)
O (0.1054, 1.1778, -0.3173)
C (1.0524, -0.2001, 0.4063)
C (-1.2230, 0.7817, -0.0288)
O (1.9269, 0.0962, 1.2931)
O (0.0435, -1.0538, 0.7405)
C (-1.1898, -0.7335, 0.0964)
H (-1.8751, 1.0957, -0.8535)
H (-1.5458, 1.2281, 0.9263)
H (-1.2164, -1.2083, -0.8965)
H (-1.9928, -1.1112, 0.7381)
Sn (3.4085, -0.1845, 0.0976)
O (1.6317, -0.3835, -0.8461)
H (0.8742, 0.4952, -1.3560)

Energy relative to the best compared isomer or geometry (same formula, charge and spin)   190.7 kJ/mol
LUMO (alpha / beta)   0.4151 / 0.3149 eV
<S²>   0.754
HOMO-LUMO gap (alpha / beta)   6.117 / 10.046 eV
Multiplicity   2

=====

Formula: C3H10N4
Source: the OMol25 dataset
Level of theory: ωB97M-V/def2-TZVPD

CARTESIAN COORDINATES (ANGSTROEM)
C (1.0178, -0.1286, -0.3397)
C (2.3177, -0.0684, -0.1695)
C (-0.0172, 0.6564, 0.4758)
N (3.5196, -0.3070, -0.0771)
N (-0.5999, 1.6708, -0.2145)
N (-1.6911, -1.0241, -0.6535)
N (-1.4404, -0.5734, 0.6628)
H (0.5591, -0.4397, -1.4189)
H (0.2123, 0.8239, 1.4393)
H (4.1695, 0.4378, -0.1173)
H (3.9862, -1.2191, 0.0681)
H (-1.1991, 2.3030, 0.2893)
H (-0.9026, 1.5533, -1.1801)
H (-2.0524, -0.2594, -1.2392)
H (-2.4175, -1.6994, -0.8149)
H (-1.0053, -1.2871, 1.1791)
H (-2.1139, 0.0233, 1.0640)

Energy relative to the best compared isomer or geometry (same formula, charge and spin)   418.0 kJ/mol
LUMO   -9.2568 eV
HOMO-LUMO gap   9.296 eV
Charge   +2

=====

Formula: C37H42AsN2O6SV
Source: the OMol25 dataset
Level of theory: ωB97M-V/def2-TZVPD

CARTESIAN COORDINATES (ANGSTROEM)
V (0.0435, 0.7557, -0.4532)
C (-6.1522, 0.3076, 1.7149)
O (-5.5975, 1.4559, 2.3351)
C (-4.3470, 1.7966, 2.0970)
C (-3.8783, 2.9714, 2.7294)
C (-2.5983, 3.4099, 2.5446)
C (-1.6765, 2.7235, 1.7233)
C (-0.3067, 3.1319, 1.5276)
C (0.2202, 4.3832, 2.1742)
O (0.5229, 2.4938, 0.8369)
C (-2.1618, 1.5271, 1.0917)
O (-1.3373, 0.8679, 0.3442)
C (-3.4635, 1.0808, 1.2814)
H (-7.1786, 0.2518, 2.0689)
H (-5.6177, -0.6002, 2.0064)
H (-6.1516, 0.4063, 0.6265)
H (-4.5625, 3.5143, 3.3625)
H (-2.2991, 4.3170, 3.0436)
H (-0.3948, 4.7481, 2.9866)
H (0.2844, 5.1600, 1.4097)
H (1.2296, 4.1973, 2.5409)
H (-3.7403, 0.1655, 0.7777)
C (-2.3509, -6.3288, -4.6829)
C (-2.1654, -5.1051, -3.8540)
C (-2.5527, -3.8586, -4.3386)
C (-2.3675, -2.7183, -3.5805)
C (-1.7888, -2.8202, -2.3263)
C (-1.4257, -4.0526, -1.8034)
C (-1.6117, -5.1863, -2.5734)
S (-1.6021, -1.3177, -1.3953)
O (-2.1999, -0.2147, -2.0913)
O (-1.9999, -1.5336, -0.0302)
N (0.0184, -0.8546, -1.2708)
C (1.0324, -1.1106, -2.1466)
C (1.1009, -2.0441, -3.1676)
C (2.2698, -2.1722, -3.9277)
C (3.3856, -1.4116, -3.6894)
C (3.3636, -0.4285, -2.6779)
C (4.4303, 0.4404, -2.3613)
C (4.2576, 1.3818, -1.3756)
C (3.0323, 1.4660, -0.6989)
N (2.0267, 0.6566, -0.9586)
C (2.1712, -0.2767, -1.9249)
H (-2.7565, -6.0842, -5.6610)
H (-3.0354, -7.0170, -4.1894)
H (-1.4024, -6.8477, -4.8130)
H (-3.0047, -3.7857, -5.3158)
H (-2.6739, -1.7486, -3.9355)
H (-1.0183, -4.1163, -0.8061)
H (-1.3294, -6.1527, -2.1835)
H (0.2619, -2.6768, -3.3963)
H (2.2787, -2.9003, -4.7236)
H (4.2813, -1.5499, -4.2708)
H (5.3640, 0.3657, -2.8995)
H (5.0521, 2.0637, -1.1177)
H (2.8681, 2.2191, 0.0646)
C (0.0361, -2.2095, 2.0115)
As (0.8360, -0.4846, 1.5768)
C (2.7155, -1.0892, 1.6725)
C (0.4369, 0.3845, 3.3423)
C (1.5562, 0.4099, 4.3437)
C (2.7354, 1.0827, 4.0329)
C (3.7529, 1.1823, 4.9627)
C (3.6004, 0.6232, 6.2225)
C (2.4213, -0.0232, 6.5480)
C (1.4037, -0.1345, 5.6140)
H (0.4568, -2.5440, 2.9675)
H (0.2513, -2.9434, 1.2343)
H (-1.0465, -2.1082, 2.0901)
H (2.9399, -1.4913, 2.6672)
H (3.4169, -0.2818, 1.4551)
H (2.8491, -1.8894, 0.9339)
H (-0.4370, -0.1454, 3.7487)
H (0.1361, 1.4150, 3.1287)
H (2.8255, 1.5513, 3.0539)
H (4.6588, 1.7108, 4.7124)
H (4.3940, 0.7062, 6.9477)
H (2.2833, -0.4273, 7.5378)
H (0.4762, -0.6183, 5.8863)
C (0.3204, 2.3849, -3.9237)
C (-0.0690, 2.8746, -2.5224)
C (0.8718, 4.0016, -2.0622)
O (-0.0218, 1.8359, -1.6449)
H (0.3667, 3.2267, -4.6104)
H (-0.4100, 1.6602, -4.2833)
H (1.3056, 1.9215, -3.8783)
H (-1.1104, 3.2522, -2.5512)
H (0.6182, 4.3113, -1.0506)
H (0.7793, 4.8571, -2.7258)
H (1.9039, 3.6527, -2.0849)

Energy relative to the best compared isomer or geometry (same formula, charge and spin)   167.7 kJ/mol
LUMO   -7.0566 eV
HOMO-LUMO gap   6.264 eV
Charge   +2

=====

Formula: C6H10S
Source: the OMol25 dataset
Level of theory: ωB97M-V/def2-TZVPD

CARTESIAN COORDINATES (ANGSTROEM)
C (4.5447, 0.9497, 0.0309)
C (-0.0446, -0.8016, 1.3294)
C (0.8915, -0.7888, 0.2809)
C (-0.3653, -0.1353, 0.0094)
C (-1.0878, -1.0268, -0.9680)
C (-0.6107, 1.3636, -0.0951)
S (5.4776, -0.3425, -0.1829)
H (4.4802, 1.4647, 1.0482)
H (-0.4744, -1.7002, 1.5320)
H (0.2691, -0.3033, 2.2675)
H (1.8899, -0.9126, -0.0066)
H (-1.4317, -1.8750, -0.5474)
H (-0.4756, -1.2669, -1.9056)
H (-1.9740, -0.5756, -1.2282)
H (-1.7434, 1.4102, 0.0245)
H (-0.1057, 1.8197, -1.0370)
H (-0.0434, 1.8050, 0.6956)

Energy relative to the best compared isomer or geometry (same formula, charge and spin)   690.4 kJ/mol
LUMO (alpha / beta)   -0.6172 / -1.0036 eV
HOMO-LUMO gap (alpha / beta)   7.902 / 6.482 eV